Record 1
A gas-phase ion, C6H10N3O (charge +1) at a distorted geometry. Source: the OMol25 dataset; level of theory: ωB97M-V with the def2-TZVPD basis set.

Summary:
- Energy above the lowest of the compared OMol25 structures with the same formula, charge and spin: 83.15 kcal/mol
- Frontier orbital gap: 8.72 eV
- Total charge: +1

Geometry (Å):
C1 1.33728 -0.82029 -0.35952
C2 0.11249 -0.91447 -0.91596
C3 0.71364 0.84512 1.06083
C4 -1.30664 0.71287 0.14940
C5 -2.22893 -0.73085 -1.56377
C6 3.06040 0.05488 1.28830
N1 -1.12971 -0.24533 -0.72767
N2 1.76716 0.04382 0.66144
N3 -2.31079 1.42686 0.53471
O1 0.64002 1.69505 1.87840
H1 2.10015 -1.48782 -0.73432
H2 0.02242 -1.66378 -1.68817
H3 -2.68452 -1.61455 -1.11307
H4 -2.98284 0.04586 -1.67107
H5 -1.86284 -0.98795 -2.55617
H6 3.08281 0.83677 2.04502
H7 3.25319 -0.91063 1.75989
H8 3.82715 0.25546 0.53841
H9 -3.25300 1.33055 0.16610
H10 -2.15743 2.12843 1.24723

Atoms 1-2, force components in eV/Å:
-0.3 -0.2 -0.3
0.7 -0.4 -0.1

***

Record 2
A single C5H10O molecule at a distorted geometry. Source: the OMol25 dataset; level of theory: ωB97M-V with the def2-TZVPD basis set.

Summary:
- Energy above the lowest of the compared OMol25 structures with the same formula, charge and spin: 41.31 kcal/mol
- Frontier orbital gap: 11.23 eV
- Structure (SMILES): CC(C)[C@H]1CO1
- Total charge: 0

Geometry (Å):
C1 1.73520 0.16844 0.12655
C2 0.21355 0.38914 0.29382
C3 -0.25555 1.85264 -0.12458
C4 -0.50994 -0.67146 -0.53375
C5 -1.00832 -2.00684 -0.14623
O1 -1.88648 -0.90150 -0.29760
H1 2.11008 -0.85795 0.28847
H2 2.32475 0.82133 0.77507
H3 1.99139 0.40841 -0.91564
H4 -0.17646 0.57189 1.28366
H5 0.07774 2.65269 0.57090
H6 -1.35725 1.94504 -0.13525
H7 0.14410 2.07068 -1.10823
H8 -0.25324 -0.58236 -1.59752
H9 -1.13230 -2.78112 -0.91379
H10 -0.88490 -2.39364 0.86484

Atoms 1-2, force components in eV/Å:
-0.1 0.3 0.0
-0.4 1.2 -0.3

***

Record 3
4 unconnected molecules or ions with the total composition C29H37BF3N8O10 at a distorted geometry. Source: the OMol25 dataset; level of theory: ωB97M-V with the def2-TZVPD basis set.

Summary:
- Frontier orbital gap: 7.32 eV
- Total charge: +1

Geometry (Å):
N1 -2.00141 -4.87200 -0.01933
C1 -1.31860 -6.15368 -0.32715
C2 0.29181 -6.09144 -0.13562
N2 0.95000 -4.95775 -0.82460
N3 1.08035 -3.84783 -0.05122
C3 1.72244 -2.79290 -0.74367
C4 2.06564 -1.32426 -0.31419
C5 1.87713 -0.42754 -1.64432
O1 0.50496 -0.41574 -2.09344
C6 2.41894 1.05998 -1.45104
F1 1.95002 1.79667 -2.54761
F2 3.81193 1.14625 -1.50831
F3 1.99906 1.65957 -0.26670
N4 2.00126 -3.38590 -1.99849
C7 1.53297 -4.73180 -2.10194
N5 1.58646 -5.60758 -3.09095
C8 1.03654 -6.97961 -3.13155
C9 2.12673 -8.07635 -2.68279
C10 1.57503 -9.58762 -2.86235
O2 0.73303 -9.73885 -4.01272
C11 2.30030 -5.13149 -4.33989
B1 3.91432 -5.05642 -4.16621
O3 4.73176 -6.05715 -3.52425
O4 4.62125 -3.89136 -4.63816
H1 -2.02075 -4.25589 -0.83442
H2 -1.60609 -4.41671 0.80848
H3 -1.61149 -6.48730 -1.38154
H4 -1.69524 -6.98735 0.36194
H5 0.45880 -5.99529 0.99226
H6 0.71996 -7.10179 -0.45549
H7 0.78144 -3.69472 0.92175
H8 3.14243 -1.17247 0.01392
H9 1.33186 -0.92420 0.44555
H10 2.47235 -0.86677 -2.50939
H11 0.08353 0.39357 -1.73767
H12 0.82263 -7.21471 -4.22960
H13 0.03822 -7.10829 -2.60146
H14 2.96537 -7.98419 -3.45331
H15 2.51042 -7.88534 -1.62590
H16 2.51166 -10.21348 -3.05298
H17 1.12612 -9.99502 -1.90279
H18 -0.14006 -9.32874 -3.88315
H19 1.93964 -4.05736 -4.50810
H20 1.99506 -5.71389 -5.25884
H21 4.93911 -6.75892 -4.17373
H22 5.36519 -3.82521 -3.99610
C12 -4.08820 -2.83297 6.15702
C13 -3.69947 -4.05844 5.62458
C14 -2.63444 -4.12409 4.73578
C15 -1.96196 -2.95404 4.39019
C16 -2.35003 -1.72296 4.91323
C17 -3.41806 -1.66698 5.79916
N6 -0.82524 -3.02074 3.47510
O5 -0.51958 -4.11599 3.01684
O6 -0.23686 -1.98525 3.21707
H23 -4.91713 -2.78642 6.85535
H24 -4.22606 -4.96315 5.90583
H25 -2.34086 -5.08386 4.32785
H26 -1.83385 -0.80898 4.64445
H27 -3.72716 -0.71495 6.21486
C18 1.55363 4.95252 -0.58307
C19 1.59813 6.32466 -0.35932
C20 0.61333 6.93731 0.40671
C21 -0.40958 6.16352 0.94754
C22 -0.46491 4.79163 0.72182
C23 0.52229 4.18767 -0.04749
N7 -1.43496 6.80005 1.77559
O7 -1.36594 8.00760 1.93694
O8 -2.29686 6.08827 2.25997
H28 2.32723 4.47654 -1.17711
H29 2.40298 6.91663 -0.77998
H30 0.65829 8.00693 0.57442
H31 -1.26159 4.18546 1.13645
H32 0.49021 3.12297 -0.22675
C24 -2.45583 10.82500 1.95097
C25 -2.58516 12.00668 2.67386
C26 -2.54970 13.23171 2.01787
C27 -2.38848 13.26038 0.63560
C28 -2.25103 12.08273 -0.09332
C29 -2.28491 10.86240 0.57108
N8 -2.37549 14.54701 -0.06289
O9 -2.47950 15.55904 0.60875
O10 -2.26517 14.53327 -1.27706
H33 -2.48961 9.87180 2.46448
H34 -2.71669 11.97235 3.74947
H35 -2.65142 14.14547 2.59106
H36 -2.12055 12.09944 -1.16885
H37 -2.18188 9.93859 0.01301

Atoms 1-2, force components in eV/Å:
0.6 -0.9 -0.4
0.3 -0.1 0.0

***

Record 4
A molecular structure, C43H33F9N3O4PPdS at a distorted geometry. Source: the OMol25 dataset; level of theory: ωB97M-V with the def2-TZVPD basis set.

Summary:
- Frontier orbital gap: 4.45 eV
- Total charge: +2

Geometry (Å):
Pd1 0.51374 -0.35906 -0.23412
N1 4.69266 -0.45816 -0.67416
C1 4.69941 0.78442 -1.28951
C2 5.74936 1.59890 -1.70010
C3 5.40308 2.78736 -2.30504
C4 4.05668 3.13706 -2.51175
C5 3.02719 2.31918 -2.10301
C6 3.35895 1.12936 -1.46002
N2 2.56099 0.11568 -0.91845
C7 3.40401 -0.80224 -0.49099
C8 2.91477 -2.05244 0.04545
C9 3.53851 -3.21342 0.37489
S1 2.38044 -4.37948 0.82590
C10 1.12343 -3.26539 0.55319
N3 1.54946 -2.09831 0.14980
H1 5.50127 -1.00575 -0.43040
H2 6.78262 1.31524 -1.55578
H3 6.18026 3.45834 -2.64264
H4 3.83125 4.06226 -3.02482
H5 1.99798 2.56506 -2.29864
H6 4.58978 -3.44708 0.37070
H7 0.08002 -3.48906 0.71544
C11 -5.87846 -5.61887 0.19208
C12 -4.76108 -4.63117 0.03399
C13 -4.29669 -3.88691 1.11140
C14 -3.26792 -2.96329 0.98729
C15 -2.80433 -2.29430 2.25902
C16 -2.70108 -2.74531 -0.28788
C17 -3.11149 -3.53921 -1.38335
C18 -2.48622 -3.53552 -2.75874
C19 -4.13392 -4.45827 -1.19317
C20 -1.71174 -1.68441 -0.51435
O1 -1.43528 -1.17194 -1.59810
O2 -1.02237 -1.26071 0.54153
H8 -6.29083 -5.60112 1.19831
H9 -5.52458 -6.62983 -0.01454
H10 -6.68163 -5.40538 -0.51377
H11 -4.74345 -4.03201 2.08702
H12 -3.50246 -2.52168 3.06216
H13 -2.70870 -1.21808 2.16084
H14 -1.82505 -2.67692 2.55397
H15 -1.56649 -2.96916 -2.82559
H16 -3.18356 -3.11841 -3.48695
H17 -2.29334 -4.56699 -3.05454
H18 -4.44358 -5.06670 -2.03562
F1 3.78054 5.56289 3.78439
C21 4.27230 4.85221 2.75862
F2 5.19755 4.01478 3.24076
F3 4.87930 5.70775 1.92339
C22 3.16186 4.11144 2.04655
C23 3.07070 2.73568 2.11552
C24 2.05158 2.07798 1.43798
C25 1.13183 2.79262 0.68123
C26 1.18627 4.19417 0.69525
C27 2.20551 4.84878 1.35489
P1 -0.17508 1.90020 -0.22768
C28 -0.44741 2.57385 -1.90658
C29 -0.11878 3.86569 -2.33246
C30 -0.45619 4.28365 -3.60886
C31 -1.12277 3.42089 -4.46743
C32 -1.43831 2.13591 -4.06483
C33 -1.10303 1.70859 -2.78606
C34 -1.54714 3.91080 -5.83491
F4 -1.63776 2.90710 -6.71219
F5 -2.75771 4.49516 -5.75248
F6 -0.69008 4.81702 -6.31600
C35 -1.62097 2.64668 0.64843
C36 -2.88470 2.86283 -0.06846
C37 -3.93355 3.59315 0.65188
C38 -3.81500 3.88140 1.97295
C39 -2.62895 3.53666 2.64049
C40 -1.54314 2.95629 1.98185
C41 -4.96592 4.55250 2.71166
F7 -5.45459 5.55778 1.98013
F8 -5.94804 3.67494 2.92903
F9 -4.55164 5.03270 3.88465
H19 3.79376 2.17652 2.69273
H20 1.98094 1.00103 1.49252
H21 0.42377 4.78780 0.21289
H22 2.25927 5.92948 1.34229
H23 0.43191 4.54316 -1.70163
H24 -0.18873 5.27763 -3.94122
H25 -1.93169 1.45944 -4.75045
H26 -1.32898 0.69334 -2.48238
H27 -2.70429 3.28965 -1.06260
H28 -4.84860 3.84528 0.12882
H29 -2.54728 3.75238 3.69971
H30 -0.63495 2.76502 2.53672
C42 -4.66374 2.25580 -2.27948
O3 -4.40919 1.27181 -1.26172
C43 -3.54504 1.41460 -0.28720
O4 -3.27486 0.55969 0.49776
H31 -5.20476 1.72453 -3.05559
H32 -3.73515 2.64725 -2.69289
H33 -5.29181 3.05751 -1.89385

Atoms 1-2, force components in eV/Å:
1.7 0.7 -0.1
-0.2 0.1 0.0

***

Record 5
A single C6H7N molecule at a distorted geometry. Source: the OMol25 dataset; level of theory: ωB97M-V with the def2-TZVPD basis set.

Summary:
- Energy above the lowest of the compared OMol25 structures with the same formula, charge and spin: 120.25 kcal/mol
- Frontier orbital gap: 10.42 eV
- Structure (SMILES): C=C1C[C@H]1C1=NC1
- Total charge: 0

Geometry (Å):
C1 1.41248 1.20402 -0.94619
C2 0.86664 0.53426 0.03962
C3 0.06006 0.51648 1.25388
C4 0.71905 -0.79258 0.60330
C5 -0.35739 -1.70210 -0.28837
N1 -0.68949 -2.58540 -1.09713
C6 -1.71816 -1.47613 -0.72917
H1 1.88152 0.72380 -1.75131
H2 1.32273 2.30261 -1.06329
H3 0.51149 0.95847 2.11965
H4 -0.92207 0.55333 1.13041
H5 1.41876 -1.53486 1.02724
H6 -2.65323 -1.68805 -0.15674
H7 -1.66962 -0.72659 -1.52429

Atoms 1-2, force components in eV/Å:
-0.8 1.7 0.3
0.6 0.1 -0.2

***

Copy entry 1 word for word.
A gas-phase ion, C6H10N3O (charge +1) at a distorted geometry. Source: the OMol25 dataset; level of theory: ωB97M-V with the def2-TZVPD basis set.

Summary:
- Energy above the lowest of the compared OMol25 structures with the same formula, charge and spin: 83.15 kcal/mol
- Frontier orbital gap: 8.72 eV
- Total charge: +1

Geometry (Å):
C1 1.33728 -0.82029 -0.35952
C2 0.11249 -0.91447 -0.91596
C3 0.71364 0.84512 1.06083
C4 -1.30664 0.71287 0.14940
C5 -2.22893 -0.73085 -1.56377
C6 3.06040 0.05488 1.28830
N1 -1.12971 -0.24533 -0.72767
N2 1.76716 0.04382 0.66144
N3 -2.31079 1.42686 0.53471
O1 0.64002 1.69505 1.87840
H1 2.10015 -1.48782 -0.73432
H2 0.02242 -1.66378 -1.68817
H3 -2.68452 -1.61455 -1.11307
H4 -2.98284 0.04586 -1.67107
H5 -1.86284 -0.98795 -2.55617
H6 3.08281 0.83677 2.04502
H7 3.25319 -0.91063 1.75989
H8 3.82715 0.25546 0.53841
H9 -3.25300 1.33055 0.16610
H10 -2.15743 2.12843 1.24723

Atoms 1-2, force components in eV/Å:
-0.3 -0.2 -0.3
0.7 -0.4 -0.1